This record from the Open Molecules 2025 dataset describes a structure of composition C13H23BN6OSiTi. The level of theory is ωB97M-V/def2-TZVPD.

Last column: Löwdin spin population.
CARTESIAN COORDINATES (ANGSTROEM)
Ti -0.145 -0.138 0.097  0.897
Si 2.620 1.932 0.331  -0.001
O 1.304 0.933 0.132  -0.012
N -2.933 0.086 0.855  0.023
N -1.867 -2.150 1.263  0.145
N -1.726 0.784 0.835  0.022
N -0.518 -1.786 1.276  0.147
N -2.446 -1.510 -1.077  0.027
N -1.174 -1.072 -1.436  0.025
C 0.118 -2.664 2.108  0.105
C 2.918 2.900 -1.258  0.000
C -3.305 2.088 1.764  0.041
C -2.040 -3.215 2.059  0.088
C 4.139 0.842 0.523  -0.001
C 2.375 -0.271 -2.769  0.001
C 2.347 3.155 1.716  0.000
C -0.811 -3.573 2.619  0.377
C -3.028 -2.088 -2.142  0.001
C -1.955 2.003 1.419  0.023
C -3.883 0.876 1.372  0.031
C -2.118 -2.097 -3.200  0.038
C -0.968 -1.462 -2.729  0.002
B -2.939 -1.402 0.397  0.003
H 1.189 -2.591 2.275  0.000
H -3.795 2.912 2.244  0.001
H 4.256 0.192 -0.356  0.000
H 2.388 -0.622 -3.808  0.000
H -2.266 -2.517 -4.173  0.002
H -0.633 -4.381 3.307  0.014
H 2.038 -1.078 -2.107  0.000
H -0.041 -1.257 -3.232  0.000
H 3.184 2.244 -2.098  0.000
H 1.478 3.799 1.524  0.000
H 2.190 2.672 2.689  0.000
H -1.149 2.710 1.526  0.000
H 3.742 3.609 -1.115  0.000
H 1.691 0.580 -2.669  0.000
H 2.026 3.476 -1.541  0.000
H 3.230 3.805 1.801  0.000
H -4.022 -1.892 0.537  0.000
H -4.911 0.539 1.425  0.001
H -3.029 -3.625 2.172  0.000
H 4.073 0.200 1.409  0.000
H 5.049 1.449 0.611  0.000
H -4.044 -2.431 -2.088  0.000
H 3.390 0.035 -2.490  0.000

For the energy above the lowest of the compared OMol25 structures with the same formula, charge and spin, the calculation gives 0.0 kcal per mole. Its charge is +2. The expectation value of S² is 2.01. The molecular weight is 366.13 g mol⁻¹. The calculation puts the electronic energy at -2076.32365 a.u. The HOMO energy (spin up / spin down) comes out at -14.90 / -15.12 eV. The spin multiplicity is 3. For the LUMO energy (spin up / spin down), the calculation gives -7.301 / -12.049 eV. The maximum force comes out at 0.07807 hartree/bohr.



This record from the Open Molecules 2025 dataset describes a structure of composition C13H23BN6OSiZn. The level of theory is ωB97M-V/def2-TZVPD.

Last column: natural (NBO) charge in e.
CARTESIAN COORDINATES (ANGSTROEM)
Zn 0.886 -0.914 0.225  1.623
Si -0.624 0.358 3.044  1.925
O -0.296 0.001 1.515  -1.425
N -1.508 -0.798 -0.892  -0.289
N -1.455 -0.345 -2.184  -0.266
N 0.794 -1.221 -2.660  -0.324
N 0.852 1.198 -1.036  -0.369
N 1.101 -1.681 -1.358  -0.548
N 0.533 1.276 -2.383  -0.353
C 1.258 -2.045 -3.593  0.033
C -3.550 -0.298 -1.440  -0.334
C 2.662 -0.495 0.926  -1.351
C -2.085 1.550 3.210  -1.133
C 1.441 3.223 -1.814  -0.358
C -2.742 -0.679 -0.372  0.064
C 0.814 1.151 3.968  -1.142
C 1.945 -3.083 -2.965  -0.356
C 0.883 2.491 -2.857  -0.020
C -2.706 -0.064 -2.524  0.060
C 1.838 -2.814 -1.579  0.018
C 1.392 2.372 -0.694  -0.021
C -1.135 -1.207 3.975  -1.138
B -0.125 -0.025 -2.957  0.552
H 3.421 -1.165 0.492  0.190
H 0.551 1.301 5.023  0.225
H 1.073 2.133 3.552  0.228
H 2.311 -3.369 -0.768  0.239
H 1.711 0.524 3.925  0.233
H -2.920 0.232 -3.527  0.238
H -1.999 -1.683 3.496  0.213
H 1.761 2.567 0.313  0.229
H -2.388 1.621 4.261  0.226
H -1.838 2.561 2.873  0.229
H -2.925 -0.839 0.683  0.268
H 2.457 -3.899 -3.461  0.241
H -2.956 1.214 2.642  0.213
H 1.076 -1.824 -4.662  0.239
H -0.283 0.132 -4.149  -0.024
H 2.684 0.537 0.434  0.204
H 2.662 -0.332 2.008  0.207
H -4.612 -0.264 -1.455  0.244
H -0.317 -1.937 3.982  0.227
H 0.733 2.752 -3.900  0.216
H 1.859 4.220 -1.848  0.229
H -1.408 -0.998 5.016  0.225
H -0.824 -1.433 -0.483  0.412

For the energy above the lowest of the compared OMol25 structures with the same formula, charge and spin, the calculation gives 41.2 kcal per mole. Its charge is 0. The molecular weight is 383.66 g mol⁻¹. The calculation puts the electronic energy at -3006.66061 a.u. The HOMO energy comes out at -7.19 eV. For the LUMO energy, the calculation gives 0.045 eV. The maximum force comes out at 0.13817 hartree/bohr.



This record from the Open Molecules 2025 dataset describes a structure of composition C13H23BeClNO4P. The level of theory is ωB97M-V/def2-TZVPD.

Last column: natural (NBO) charge in e.
CARTESIAN COORDINATES (ANGSTROEM)
Cl 3.451 -0.521 3.574  1.769
P -1.245 -1.420 1.048  1.121
O 4.483 0.550 3.659  -0.892
O 2.643 -0.590 4.829  -0.932
O 1.532 0.408 1.545  -1.247
O 4.074 -1.831 3.283  -0.905
N 0.280 2.083 -0.123  -0.511
C -0.520 -1.783 -1.488  -0.078
C -1.090 -2.600 -0.337  -0.736
C -0.925 -2.058 -2.805  -0.225
C 0.795 0.088 -2.276  -0.035
C -1.596 -2.210 2.621  -0.967
C 0.492 2.899 1.083  -0.412
C 0.380 -0.185 -3.600  -0.202
C -0.499 -1.245 -3.850  -0.199
C -1.125 2.113 -0.520  -0.419
C 0.332 -0.699 -1.220  -0.599
C 1.248 2.424 -1.175  -0.212
C 1.747 1.250 -2.042  -0.444
C -2.837 -0.639 0.610  -0.900
Be 0.593 -0.079 0.485  1.592
H -1.601 -2.901 -2.971  0.209
H -0.423 -3.421 -0.034  0.267
H 2.677 0.876 -1.582  0.239
H -1.492 3.111 -0.820  0.189
H 1.418 0.105 2.458  0.478
H -1.758 -1.428 3.375  0.277
H 1.556 2.893 1.339  0.241
H -2.500 -2.802 2.461  0.250
H -2.834 -0.233 -0.414  0.286
H 0.173 3.944 0.944  0.177
H -0.753 -2.842 2.924  0.286
H 0.741 0.449 -4.407  0.217
H -1.282 1.417 -1.347  0.211
H -0.832 -1.442 -4.865  0.221
H -2.091 -3.028 -0.529  0.247
H -1.732 1.773 0.332  0.177
H -0.062 2.481 1.939  0.201
H 2.115 2.858 -0.656  0.225
H -3.552 -1.482 0.652  0.271
H 2.050 1.691 -3.004  0.219
H 0.280 -1.321 1.398  0.098
H -3.135 0.137 1.330  0.269
H 0.824 3.209 -1.825  0.178

For the energy above the lowest of the compared OMol25 structures with the same formula, charge and spin, the calculation gives 48.5 kcal per mole. Its charge is 0. The molecular weight is 332.77 g mol⁻¹. The calculation puts the electronic energy at -1680.85366 a.u. The HOMO energy comes out at -6.59 eV. For the LUMO energy, the calculation gives -2.864 eV. The maximum force comes out at 0.07009 hartree/bohr.



This record from the Open Molecules 2025 dataset describes a structure of composition C13H23CaIN3O6S. The level of theory is ωB97M-V/def2-TZVPD.

Last column: natural (NBO) charge in e.
CARTESIAN COORDINATES (ANGSTROEM)
I -0.957 5.356 -2.187  0.225
Ca 0.389 -0.879 0.157  1.702
S 1.215 -3.577 0.828  1.332
O 1.188 -0.232 -2.040  -0.608
O 2.409 0.288 0.373  -0.608
O 0.338 0.345 2.237  -0.599
O -1.814 -0.717 1.190  -0.616
O 0.272 -2.777 1.703  -1.096
O -1.210 -1.574 -1.410  -0.608
N 1.695 -2.906 -0.381  -1.108
N -0.639 1.468 -0.501  -0.358
N -1.632 1.992 0.229  -0.324
C 2.614 -0.233 -1.958  -0.100
C 3.010 0.725 -0.846  -0.080
C -2.558 -1.437 -0.976  -0.086
C -2.622 -1.693 0.518  -0.094
C -0.296 2.422 -1.355  -0.070
C -1.068 3.578 -1.156  -0.303
C -0.910 -1.134 -2.739  -0.084
C -1.786 -0.816 2.620  -0.085
C 1.692 0.581 2.630  -0.091
C -0.422 -0.381 3.204  -0.092
C 2.450 1.197 1.469  -0.085
C -1.923 3.256 -0.126  -0.053
C 0.594 -1.167 -2.943  -0.099
H 2.671 1.740 -1.075  0.189
H 3.487 1.363 1.776  0.205
H -1.294 -0.119 -2.877  0.197
H -3.186 -2.173 -1.488  0.207
H 0.816 -0.876 -3.974  0.202
H -2.245 -2.690 0.764  0.215
H -3.662 -1.609 0.846  0.204
H 4.099 0.727 -0.745  0.206
H 3.042 0.128 -2.898  0.200
H -2.053 1.407 0.932  0.429
H -2.925 -0.432 -1.213  0.193
H 2.153 -0.366 2.930  0.199
H 1.720 1.273 3.477  0.205
H 0.991 -2.168 -2.752  0.225
H -1.386 -1.805 -3.459  0.205
H 2.002 2.152 1.175  0.197
H 0.138 -1.267 3.504  0.216
H -2.592 -0.193 3.017  0.185
H -0.592 0.252 4.080  0.192
H -1.964 -1.850 2.918  0.217
H 0.477 2.244 -2.084  0.228
H 2.974 -1.244 -1.754  0.229
H -2.699 3.822 0.360  0.242

Its charge is +1. The molecular weight is 516.39 g mol⁻¹. The calculation puts the electronic energy at -2498.22386 a.u. The HOMO energy comes out at -11.49 eV. For the LUMO energy, the calculation gives -2.093 eV. The maximum force comes out at 0.00927 hartree/bohr.



This record from the Open Molecules 2025 dataset describes a structure of composition C13H23ClIOOsP2. The level of theory is ωB97M-V/def2-TZVPD.

Last column: Löwdin spin population.
CARTESIAN COORDINATES (ANGSTROEM)
Os -0.722 -0.007 -0.514  1.710
I 2.876 2.778 -2.717  0.896
Cl -2.865 -0.832 -1.237  0.073
P -1.161 -0.435 1.660  0.044
P -0.129 0.451 -2.937  0.047
O 1.752 1.190 0.708  0.022
C 2.268 -0.357 4.880  0.038
C -1.167 2.012 -3.233  0.035
C -1.225 -0.500 -4.169  0.004
C 2.530 -0.641 3.539  0.104
C -0.114 -0.274 4.355  0.155
C 0.146 -0.537 2.986  0.045
C 1.608 -0.929 -2.185  -0.014
C 0.927 -0.228 5.289  0.307
C 1.253 0.513 -4.300  0.047
C 1.479 -0.885 2.639  0.309
C 0.912 0.615 0.106  0.021
C -2.008 1.093 2.006  0.050
C -2.216 -1.787 2.117  0.002
H 0.761 -0.037 6.345  0.010
H -3.021 -1.838 1.384  0.000
H 1.530 -1.588 -3.108  0.000
H 1.153 -1.534 -1.228  0.010
H -1.634 -2.716 2.105  0.000
H -2.549 -1.508 3.104  0.000
H 3.578 -0.702 3.156  0.002
H 1.490 1.574 -4.581  0.033
H 0.920 0.010 -5.228  0.004
H -1.318 1.933 2.155  0.001
H -1.282 0.136 -5.066  0.001
H -2.601 0.905 2.901  0.009
H -2.655 1.306 1.147  0.008
H -2.226 -0.675 -3.761  0.001
H -1.206 2.258 -4.313  0.006
H 1.728 -1.305 1.602  0.008
H 2.208 0.074 -3.991  0.007
H -1.134 -0.026 4.679  0.004
H -0.739 2.857 -2.683  0.000
H 2.586 -0.457 -1.925  -0.001
H -2.193 1.818 -2.880  0.002
H -0.671 -1.430 -4.392  0.001
H 3.133 -0.294 5.586  -0.002

For the energy above the lowest of the compared OMol25 structures with the same formula, charge and spin, the calculation gives 123.8 kcal per mole. Its charge is +3. The expectation value of S² is 6.04. The molecular weight is 609.86 g mol⁻¹. The calculation puts the electronic energy at -2114.33946 a.u. The HOMO energy (spin up / spin down) comes out at -18.26 / -17.91 eV. The spin multiplicity is 5. For the LUMO energy (spin up / spin down), the calculation gives -12.705 / -13.955 eV. The maximum force comes out at 0.12218 hartree/bohr.



This record from the Open Molecules 2025 dataset describes a structure of composition C13H23F5NNdO2P2. The level of theory is ωB97M-V/def2-TZVPD.

Last column: Löwdin spin population.
CARTESIAN COORDINATES (ANGSTROEM)
Nd 0.105 0.105 0.701  3.103
P 2.356 -1.338 0.902  -0.012
P -2.371 0.557 -0.185  -0.012
F 0.374 -0.620 4.126  0.000
F -0.615 2.574 2.759  -0.007
F -1.663 0.087 3.718  -0.001
F 1.427 1.873 3.152  -0.007
F -0.413 1.130 5.185  -0.002
O 2.526 3.408 -2.302  0.000
O -1.118 5.426 -0.193  0.000
N -0.057 -1.444 -1.170  -0.010
C 1.099 -1.980 -1.658  0.000
C 2.285 -2.941 1.726  -0.003
C -2.549 -1.014 -1.209  -0.001
C -0.383 0.522 3.986  -0.004
C -1.310 -2.405 -2.950  0.000
C -3.776 0.692 0.918  -0.002
C 1.060 -2.753 -2.817  0.000
C 3.882 -0.503 1.359  -0.002
C -0.150 -2.967 -3.465  0.000
C 2.441 -1.700 -0.947  0.000
C -1.257 -1.626 -1.797  0.000
C 0.147 1.424 2.885  -0.035
C -2.418 1.915 -1.381  -0.002
H 1.368 -3.466 1.405  0.000
H -1.456 4.704 0.356  0.000
H -3.639 1.574 1.560  0.000
H -3.025 -1.725 -0.495  0.000
H 4.798 -1.082 1.193  -0.001
H 2.153 -2.772 2.808  0.000
H 3.126 -2.571 -1.013  0.000
H -3.372 1.959 -1.931  -0.001
H -4.745 0.754 0.408  -0.001
H -0.188 -3.578 -4.380  0.000
H -2.224 2.877 -0.875  0.000
H 1.778 3.735 -1.755  0.000
H -3.279 -0.745 -2.001  0.000
H -1.574 1.800 -2.085  0.000
H 2.396 3.830 -3.174  0.000
H 3.170 -3.573 1.542  -0.001
H 3.941 0.451 0.815  0.000
H -1.544 6.236 0.173  0.000
H 2.011 -3.141 -3.165  0.000
H 2.929 -0.782 -1.371  0.000
H 3.822 -0.209 2.416  0.000
H -3.775 -0.156 1.616  0.000
H -2.294 -2.539 -3.388  0.000

For the energy above the lowest of the compared OMol25 structures with the same formula, charge and spin, the calculation gives 66.3 kcal per mole. Its charge is +2. The expectation value of S² is 3.77. The molecular weight is 526.51 g mol⁻¹. The calculation puts the electronic energy at -2457.25259 a.u. The HOMO energy (spin up / spin down) comes out at -15.06 / -15.04 eV. The spin multiplicity is 4. For the LUMO energy (spin up / spin down), the calculation gives -7.552 / -7.371 eV. The maximum force comes out at 0.05974 hartree/bohr.